No. 1
DFT (the ωB97M-V functional and the def2-TZVPD basis) results for C30H76As2F18N6O9S2 as an isolated structure in a non-equilibrium geometry.

Computed properties:
multiplicity: 1
strongest force on any atom: 6.34 eV Å⁻¹
HOMO: -10.77 eV
total charge: +2
LUMO level: -4.0 eV

Last column: Löwdin charge in e.
Atoms and positions in Å:
C: -0.556 -0.712 -0.672  -0.719
F: -1.226 0.147 0.107  0.112
F: -1.306 -0.873 -1.622  0.229
F: 0.658 -0.098 -1.088  0.061
S: -0.280 -2.351 0.201  0.661
O: 0.175 -3.192 -0.915  -0.327
O: 0.676 -2.213 1.226  -0.291
N: -1.998 -2.630 0.683  -0.288
S: -1.726 -2.983 2.222  0.564
O: -0.928 -4.160 2.517  -0.328
O: -1.354 -1.773 3.024  -0.361
C: -3.484 -3.335 2.800  -0.707
F: -3.459 -3.650 4.111  0.125
F: -4.155 -2.245 2.624  0.155
F: -4.036 -4.329 2.090  0.114
C: 3.368 1.264 -9.120  -0.058
C: 4.838 1.091 -8.704  -0.147
N: 5.906 1.782 -9.585  -0.253
C: 7.344 1.316 -9.210  0.062
C: 5.654 1.534 -11.112  -0.125
C: 6.498 2.402 -12.108  -0.053
C: 5.660 3.306 -9.397  -0.048
C: 5.639 3.893 -7.944  -0.185
O: 6.824 3.536 -7.285  -0.210
C: 7.122 4.370 -6.188  -0.090
H: 3.052 0.552 -9.883  0.086
H: 3.043 2.267 -9.397  0.082
H: 2.726 1.028 -8.272  0.094
H: 4.995 0.024 -8.867  0.125
H: 5.111 1.265 -7.663  0.127
H: 7.372 1.255 -8.122  0.105
H: 8.024 1.825 -9.893  0.106
H: 7.243 0.284 -9.547  0.096
H: 4.595 1.721 -11.286  0.114
H: 5.875 0.479 -11.277  0.130
H: 7.562 2.165 -12.114  0.076
H: 6.412 3.488 -12.117  0.083
H: 6.228 2.028 -13.096  0.089
H: 4.737 3.447 -9.958  0.124
H: 6.519 3.751 -9.898  0.124
H: 4.858 3.569 -7.257  0.126
H: 5.518 4.975 -7.892  0.135
H: 7.852 3.957 -5.491  0.092
H: 6.231 4.691 -5.649  0.099
H: 7.746 5.210 -6.495  0.094
C: 4.968 -1.475 8.285  -0.054
C: 5.683 -1.621 9.678  -0.084
N: 6.481 -0.299 10.125  -0.201
C: 5.465 0.808 10.432  0.021
C: 7.454 -0.616 11.324  -0.159
C: 6.724 -1.115 12.572  -0.058
C: 7.354 0.255 8.918  -0.044
C: 8.481 -0.757 8.375  -0.152
O: 7.958 -2.027 8.017  -0.238
C: 8.964 -2.945 7.797  -0.106
H: 4.461 -0.540 8.048  0.074
H: 4.297 -2.304 8.063  0.093
H: 5.675 -1.560 7.460  0.067
H: 6.420 -2.420 9.590  0.120
H: 4.874 -1.689 10.406  0.118
H: 4.985 1.062 9.487  0.094
H: 6.022 1.702 10.712  0.112
H: 4.779 0.425 11.187  0.100
H: 8.172 0.161 11.588  0.126
H: 8.347 -1.215 11.142  0.119
H: 7.321 -0.885 13.454  0.093
H: 6.625 -2.191 12.433  0.085
H: 5.762 -0.653 12.794  0.075
H: 7.897 1.123 9.292  0.124
H: 6.779 0.677 8.093  0.124
H: 9.192 -0.953 9.178  0.113
H: 8.875 -0.339 7.449  0.139
H: 9.135 -3.487 8.727  0.094
H: 9.949 -2.558 7.536  0.099
H: 8.571 -3.643 7.057  0.106
C: -1.576 -9.798 -1.853  -0.025
C: -3.101 -9.918 -1.588  -0.247
C: -3.529 -10.595 -0.302  -0.138
O: -4.966 -10.430 0.052  -0.221
C: -5.403 -11.200 1.159  -0.087
N: -3.804 -8.523 -1.689  0.236
H: -3.559 -7.827 -1.000  0.174
H: -3.822 -8.011 -2.560  0.167
H: -4.806 -8.645 -1.739  0.160
H: -1.227 -10.769 -2.205  0.092
H: -0.862 -9.675 -1.038  0.091
H: -1.394 -9.069 -2.642  0.087
H: -3.510 -10.435 -2.456  0.153
H: -2.954 -10.278 0.568  0.133
H: -3.428 -11.680 -0.330  0.136
H: -6.476 -11.010 1.190  0.103
H: -4.858 -10.806 2.017  0.094
H: -5.257 -12.273 1.033  0.092
C: -1.573 7.412 4.793  -0.017
C: -2.006 7.459 3.304  -0.275
C: -3.365 8.041 3.080  -0.167
O: -4.404 7.049 3.048  -0.159
C: -5.322 6.881 4.108  -0.084
N: -0.955 8.239 2.500  0.211
H: -1.032 8.139 1.498  0.171
H: -0.876 9.237 2.635  0.173
H: -0.020 7.865 2.582  0.165
H: -2.129 6.570 5.206  0.098
H: -1.759 8.303 5.392  0.093
H: -0.512 7.190 4.904  0.081
H: -1.794 6.524 2.784  0.164
H: -3.236 8.519 2.109  0.132
H: -3.578 8.798 3.834  0.140
H: -4.847 7.126 5.058  0.081
H: -5.719 5.869 4.020  0.102
H: -6.123 7.616 4.171  0.090
C: -7.885 1.654 -3.368  -0.031
C: -7.665 1.548 -1.785  -0.215
C: -8.867 2.153 -0.970  -0.183
O: -8.864 1.659 0.352  -0.211
C: -10.128 1.659 1.074  -0.049
N: -7.519 0.047 -1.548  0.236
H: -8.324 -0.282 -1.034  0.162
H: -7.495 -0.446 -2.429  0.157
H: -6.705 -0.168 -0.990  0.173
H: -8.687 1.036 -3.771  0.090
H: -7.083 1.172 -3.927  0.078
H: -7.857 2.664 -3.777  0.095
H: -6.684 1.974 -1.575  0.149
H: -9.838 2.052 -1.456  0.133
H: -8.832 3.240 -0.907  0.135
H: -10.880 0.929 0.774  0.094
H: -10.510 2.677 0.993  0.092
H: -9.876 1.433 2.110  0.094
As: -1.801 7.878 -5.354  0.894
F: -0.868 6.968 -4.104  -0.329
F: -2.105 6.535 -6.350  -0.250
F: -2.631 8.964 -6.572  -0.318
F: -1.473 9.402 -4.359  -0.346
F: -0.278 8.224 -6.229  -0.311
F: -3.329 7.563 -4.359  -0.340
As: -11.350 -6.476 -3.418  0.847
F: -12.648 -6.673 -4.689  -0.308
F: -9.944 -6.844 -4.474  -0.321
F: -10.148 -6.214 -2.170  -0.312
F: -12.621 -6.237 -2.183  -0.300
F: -11.377 -8.226 -3.062  -0.304
F: -11.169 -4.759 -3.790  -0.302

=====

No. 2
DFT (the ωB97M-V functional and the def2-TZVPD basis) results for C10H30BrN6O4 as an isolated structure in a non-equilibrium geometry.

Computed properties:
multiplicity: 1
energy above the lowest of the compared OMol25 structures with the same formula, charge and spin: 194.9 kcal per mole
strongest force on any atom: 5.15 eV Å⁻¹
HOMO: -4.66 eV
total charge: -1
LUMO level: 2.8 eV

Last column: Löwdin charge in e.
Atoms and positions in Å:
Br: -7.372 -6.005 -30.418  0.942
C: -8.435 -9.194 -30.445  -0.775
O: -8.233 -8.960 -31.606  0.024
N: -8.434 -8.239 -29.484  0.037
N: -8.807 -10.352 -29.986  0.134
H: -8.555 -8.618 -28.556  0.100
H: -8.389 -7.246 -29.667  -0.138
H: -8.979 -11.167 -30.557  0.132
H: -9.056 -10.370 -29.007  0.109
C: -9.700 -3.656 -30.322  -0.794
O: -10.459 -2.711 -30.497  -0.022
N: -9.971 -4.670 -29.534  0.125
N: -8.598 -3.838 -30.981  0.016
H: -9.303 -5.375 -29.255  0.011
H: -10.774 -4.667 -28.922  0.101
H: -8.368 -3.095 -31.625  0.096
H: -7.942 -4.585 -30.803  -0.276
C: -7.256 -4.385 -33.498  -0.086
C: -6.928 -5.783 -33.914  -0.434
C: -5.548 -6.329 -33.496  -0.213
O: -4.610 -5.849 -34.427  -0.174
C: -3.299 -6.181 -34.068  -0.115
N: -7.918 -6.598 -33.296  0.007
H: -8.181 -4.075 -33.984  0.087
H: -6.479 -3.785 -33.972  0.077
H: -7.298 -4.131 -32.438  0.028
H: -6.967 -5.738 -35.002  0.138
H: -5.620 -7.401 -33.677  0.120
H: -5.334 -6.113 -32.449  0.076
H: -2.997 -7.165 -34.426  0.083
H: -3.204 -6.028 -32.993  0.085
H: -2.615 -5.527 -34.610  0.079
H: -8.745 -6.130 -33.637  0.073
H: -7.906 -6.488 -32.292  -0.078
C: -5.726 -8.559 -31.489  -0.099
C: -5.556 -8.066 -30.084  -0.460
C: -4.651 -9.014 -29.110  -0.180
O: -5.081 -10.313 -29.008  -0.187
C: -6.368 -10.522 -28.438  -0.097
N: -4.960 -6.755 -30.285  -0.135
H: -6.184 -7.795 -32.116  0.011
H: -6.419 -9.391 -31.363  0.067
H: -4.774 -8.851 -31.932  0.097
H: -6.529 -7.884 -29.628  0.015
H: -4.645 -8.613 -28.097  0.109
H: -3.620 -9.006 -29.465  0.113
H: -6.455 -11.606 -28.370  0.090
H: -7.210 -10.134 -29.011  0.022
H: -6.364 -10.186 -27.401  0.088
H: -5.366 -6.387 -31.133  -0.077
H: -4.041 -6.924 -30.668  0.054

=====

No. 3
DFT (the ωB97M-V functional and the def2-TZVPD basis) results for C24H36F6MnO12 as an isolated structure in a non-equilibrium geometry.

Computed properties:
multiplicity: 7
strongest force on any atom: 4.72 eV Å⁻¹
HOMO (spin up / spin down): 0.84 / -5.46 eV
total charge: -1
LUMO level (spin up / spin down): 2.1 / 2.1 eV

Last column: Löwdin spin population.
Atoms and positions in Å:
Mn: 0.536 0.133 0.141  4.705
C: 1.531 -2.095 -2.317  0.011
O: 0.666 -3.143 -1.753  0.005
O: 1.306 -0.880 -1.600  0.047
C: 3.002 -2.640 -2.271  0.002
F: 3.350 -3.130 -1.075  0.007
F: 3.015 -3.666 -3.093  0.002
F: 4.013 -1.819 -2.661  0.001
C: -0.486 -3.476 -2.511  0.003
C: -1.289 -4.602 -1.782  0.047
H: -1.714 -4.295 -0.826  0.013
H: -2.087 -5.045 -2.376  0.008
H: -0.586 -5.410 -1.582  0.012
H: -0.242 -3.773 -3.531  0.001
H: -1.131 -2.601 -2.594  0.001
H: 1.291 -1.938 -3.369  0.001
C: -1.301 2.078 2.100  0.013
O: -2.192 1.973 0.964  0.002
O: -0.140 1.340 1.794  0.050
C: -1.132 3.603 2.577  0.003
F: -2.136 4.008 3.278  0.002
F: -0.074 3.803 3.365  0.001
F: -1.101 4.512 1.626  0.001
C: -3.569 2.529 1.020  0.006
C: -4.408 2.355 -0.272  0.010
H: -4.460 1.301 -0.544  0.001
H: -5.431 2.709 -0.144  0.003
H: -4.050 2.874 -1.161  0.001
H: -3.570 3.615 1.115  0.001
H: -4.094 2.112 1.879  0.004
H: -1.832 1.647 2.948  0.005
O: 0.246 1.767 -1.271  0.027
C: -0.033 2.920 -1.643  0.011
O: -1.277 3.431 -1.664  0.004
C: -1.405 4.619 -2.337  0.004
C: -0.037 5.223 -2.193  0.003
C: 0.889 4.017 -2.213  0.004
H: -2.196 5.188 -1.849  0.001
H: -1.664 4.479 -3.386  0.001
H: -0.004 5.871 -1.318  0.000
H: 0.130 5.834 -3.081  0.001
H: 1.694 4.210 -1.504  0.001
H: 1.227 3.729 -3.208  0.001
O: 0.997 -1.554 1.264  0.034
C: 1.129 -2.455 2.091  0.016
O: 0.090 -3.026 2.605  0.051
C: 0.422 -4.227 3.317  0.151
C: 1.801 -3.946 3.817  0.067
C: 2.373 -3.161 2.627  0.030
H: 0.487 -5.162 2.761  0.049
H: -0.299 -4.440 4.105  0.061
H: 2.365 -4.876 3.896  0.026
H: 1.857 -3.576 4.841  0.014
H: 2.753 -3.839 1.862  0.009
H: 3.186 -2.458 2.807  0.009
O: 2.482 0.951 0.433  0.027
C: 3.503 1.372 -0.119  0.017
O: 3.469 2.518 -0.866  0.006
C: 4.805 2.832 -1.374  0.007
C: 5.544 1.504 -1.207  0.004
C: 4.905 0.810 -0.031  0.010
H: 5.282 3.633 -0.810  0.002
H: 4.839 3.180 -2.406  0.002
H: 6.624 1.605 -1.093  0.002
H: 5.451 0.926 -2.127  0.000
H: 5.301 1.122 0.935  0.005
H: 4.865 -0.275 -0.134  0.002
O: -1.348 -0.902 -0.036  0.035
C: -2.455 -1.332 0.221  0.015
O: -3.509 -1.332 -0.580  0.013
C: -4.753 -1.605 0.211  0.040
C: -4.230 -1.877 1.598  0.094
C: -2.777 -2.067 1.520  0.045
H: -5.318 -2.421 -0.241  0.018
H: -5.361 -0.702 0.271  0.007
H: -4.653 -2.758 2.081  0.050
H: -4.399 -1.087 2.330  0.014
H: -2.461 -3.103 1.400  0.032
H: -2.218 -1.637 2.351  0.011

=====

No. 4
DFT (the ωB97M-V functional and the def2-TZVPD basis) results for one molecule with the formula CH2IP in a non-equilibrium geometry.

Computed properties:
multiplicity: 1
energy above the lowest of the compared OMol25 structures with the same formula, charge and spin: 37.5 kcal per mole
strongest force on any atom: 5.14 eV Å⁻¹
HOMO: -9.06 eV
LUMO level: -0.5 eV

Last column: Löwdin charge in e.
Atoms and positions in Å:
H: 1.811 0.731 -0.315  -0.172
P: 0.581 1.225 0.119  0.661
C: -0.329 -0.209 0.246  -1.234
I: -2.380 -0.452 0.125  0.675
H: 0.317 -1.296 -0.174  0.069

=====

no.,electronic energy (eV)
1,-251951.2253
2,-98025.7714
3,-97666.5123
4,-18456.3144